1.
C20H44CdGeN2O2PSe3Te as an isolated structure, computed with wB97M-V/def2-TZVPD.

Computed properties:
Kohn-Sham gap (spin up / spin down) in eV: 5.369 / 6.023
LUMO level (spin up / spin down) in eV: -4.4 / -3.8
Maximum force in hartree/bohr: 0.01444
Total charge: +1

Cartesian coordinates (Å):
Cd -0.0808 -0.2394 -0.2556
C -0.3842 -1.3358 2.0101
C 0.9492 -0.9698 2.3156
C 0.9336 0.3228 2.9980
C -0.3657 0.7189 3.1207
C -1.2088 -0.2991 2.4974
C -2.6890 -0.2569 2.4727
C -0.9381 1.8712 3.8865
C 2.1742 1.0265 3.4462
C 2.1588 -1.8117 2.1291
C -0.8584 -2.6821 1.5274
H -3.1001 -0.5705 3.4393
H -3.0963 -0.9158 1.7062
H -3.0367 0.7599 2.2943
H -0.1624 2.4583 4.3807
H -1.6018 1.4949 4.6684
H -1.5485 2.5176 3.2472
H 1.9372 1.9117 4.0383
H 2.7809 1.3231 2.5849
H 2.7890 0.3729 4.0683
H 2.3558 -2.3852 3.0413
H 3.0399 -1.2013 1.9248
H 2.0214 -2.5277 1.3192
H -1.1641 -3.3009 2.3743
H -0.0731 -3.2186 0.9957
H -1.7139 -2.5972 0.8560
Se -2.6470 -1.0083 -1.5481
Se -4.3896 0.3575 -1.7775
Te -4.0134 2.1703 -0.0805
Se -1.5894 2.1501 0.1160
N 0.5138 3.7491 1.6968
C 1.0323 4.3228 0.4100
P 1.6916 2.8984 -0.5993
O 3.0965 3.1370 -1.0467
O 1.3306 1.6973 0.2403
C 0.8058 2.8590 -2.2543
N 1.9038 2.5152 -3.2247
H -0.4598 4.0113 1.8674
H 1.0999 3.9625 2.5008
H 0.5189 2.7047 1.5631
H 1.8398 5.0271 0.5928
H 0.2198 4.8112 -0.1215
H 0.4035 3.8453 -2.4748
H -0.0013 2.1329 -2.2725
H 2.7853 2.7370 -2.6489
H 1.8888 3.0600 -4.0810
H 1.9109 1.5192 -3.4473
C 6.0106 1.0846 -1.3185
C 5.3235 -0.2766 -1.2325
C 3.8724 -0.2354 -1.7150
C 3.2201 -1.6158 -1.7175
Ge 1.2396 -1.6122 -1.9115
C 0.7665 -0.9912 -3.7584
C 1.8152 -1.3326 -4.8187
C 1.4178 -0.8361 -6.2081
C 2.3601 -1.3311 -7.3021
H 7.0181 1.0371 -0.9038
H 5.4464 1.8377 -0.7687
H 6.0876 1.4122 -2.3582
H 5.3367 -0.6242 -0.1951
H 5.8793 -1.0054 -1.8287
H 3.8598 0.1806 -2.7330
H 3.3116 0.4371 -1.0620
H 3.4481 -2.1202 -0.7741
H 3.6446 -2.2324 -2.5137
H 0.8861 -3.1124 -1.9694
H 0.5578 0.0884 -3.7664
H -0.1811 -1.4664 -4.0220
H 1.9467 -2.4186 -4.8445
H 2.7853 -0.9011 -4.5430
H 1.3980 0.2605 -6.2105
H 0.4025 -1.1780 -6.4270
H 3.3877 -1.0133 -7.1116
H 2.0650 -0.9396 -8.2761
H 2.3460 -2.4208 -7.3534

Atomic partial charges in e from the Löwdin method, atoms 1 to 6: 1.057 -0.336 -0.210 -0.224 -0.248 -0.239


2.
C20H44ClF5InP2 as an isolated structure, computed with wB97M-V/def2-TZVPD.

Computed properties:
Kohn-Sham gap in eV: 4.301
LUMO level in eV: 2.5
Maximum force in hartree/bohr: 0.06482
Total charge: -1

Cartesian coordinates (Å):
In 0.0364 -0.9725 0.4491
Cl 0.3768 0.2032 -1.6426
P -0.5074 -3.4672 -0.3834
C 0.5403 -4.1182 -1.7287
C -0.2285 -4.2927 1.1966
C -2.2708 -3.5873 -1.0720
C 1.8090 -3.2216 -1.8539
H -0.1158 -3.9312 -2.6095
C 0.9311 -5.6071 -1.8262
H 1.4751 -5.9999 -0.9494
H 1.6135 -5.7013 -2.7020
H 0.0733 -6.2755 -2.0158
H 1.4967 -2.1888 -2.0664
H 2.4046 -3.5903 -2.7040
H 2.4229 -3.2508 -0.9484
H -2.0790 -3.1340 -2.0820
C -3.2295 -2.6654 -0.3202
C -2.8822 -4.9746 -1.3821
H -2.4394 -5.4291 -2.2875
H -3.9398 -4.7832 -1.6036
H -2.8222 -5.7071 -0.5663
H -2.8148 -1.6822 -0.0950
H -3.5891 -3.1473 0.6346
H -4.0923 -2.5329 -1.0017
C 1.2111 -4.0042 1.6394
H -0.3405 -5.3380 0.8964
C -1.2022 -3.9077 2.2707
H 1.9930 -4.3635 0.9616
H 1.3836 -4.4477 2.6496
H 1.3592 -2.9067 1.7771
H -1.0992 -2.8416 2.5306
H -0.9793 -4.4425 3.1940
H -2.2428 -4.0772 2.0068
H 1.0667 -0.7526 2.0504
H -0.8511 0.3090 1.1135
P 0.5096 3.9467 -0.3121
C -0.7731 4.2906 -1.5361
C 0.3518 4.5916 1.4200
C 2.0654 3.5280 -1.1719
C -1.9176 3.2960 -1.2902
H -0.2810 3.9842 -2.4778
C -1.1503 5.7899 -1.5916
H -1.6128 6.1276 -0.6491
H -1.8786 5.9041 -2.4247
H -0.2463 6.3984 -1.8204
H -1.5374 2.2457 -1.3865
H -2.6724 3.4492 -2.0788
H -2.3937 3.3996 -0.3285
H 1.6546 2.9816 -2.0545
C 2.9222 2.5161 -0.4388
C 2.7655 4.8415 -1.5952
H 2.2448 5.2724 -2.4729
H 3.7974 4.5819 -1.8756
H 2.7883 5.5717 -0.7689
H 2.3699 1.5521 -0.2292
H 3.3401 2.9133 0.5107
H 3.7648 2.2841 -1.1061
C -0.9960 4.3085 2.0280
H 0.4644 5.6634 1.1637
C 1.4633 4.1224 2.3330
H -1.8399 4.6097 1.3611
H -1.0646 4.8887 2.9355
H -1.1067 3.2355 2.2792
H 1.3318 3.0793 2.6499
H 1.4146 4.7509 3.2045
H 2.4710 4.2369 1.8744
F 0.0831 0.9514 3.5356
C 0.8180 -0.2034 3.3451
F 2.1126 0.1306 3.6372
C 0.3155 -1.1208 4.5002
F 0.6148 -0.6432 5.7500
F -1.0029 -1.3311 4.4866
F 0.9552 -2.3886 4.4318

Atomic partial charges in e from the Löwdin method, atoms 1 to 6: 0.154 -0.115 0.951 -0.535 -0.585 -0.535


3.
C20H44LuNO2P3 as an isolated structure, computed with wB97M-V/def2-TZVPD.

Computed properties:
Kohn-Sham gap (spin up / spin down) in eV: 3.677 / 5.161
LUMO level (spin up / spin down) in eV: -12.5 / -10.9
Energy relative to the best compared isomer or geometry (same formula, charge and spin) in eV: 0.000
Maximum force in hartree/bohr: 0.05290
Total charge: +3

Cartesian coordinates (Å):
Lu -0.4343 -0.2140 0.0228
P 1.2388 -1.9787 1.5734
P -0.9029 0.7126 2.8558
P 1.6571 1.5374 1.1693
H -0.6914 1.3071 -7.6000
C 0.3719 1.3888 -7.3642
C 1.1029 0.3345 -6.9886
H 0.7297 -0.6913 -6.9837
C 0.6332 -3.7054 1.3381
C 1.5973 -2.0444 3.3757
C 2.9448 -2.1752 0.8969
C -1.7345 2.3493 2.7907
C -2.2579 -0.2756 3.5724
C 0.1166 0.8804 4.3628
C 2.6828 1.5436 -0.3553
C 3.0105 1.4456 2.4192
C 1.1698 3.3111 1.2493
H 0.8180 2.3819 -7.4979
H 2.1624 0.4662 -6.7485
H 0.2301 -3.8362 0.3226
H -0.1454 -3.9870 2.0622
H 1.4936 -4.3784 1.4657
H 0.6704 -2.0814 3.9617
H 2.1897 -1.1873 3.7147
H 2.1675 -2.9579 3.5868
H 2.9369 -2.0779 -0.1991
H 3.2784 -3.1898 1.1545
H 3.6617 -1.4505 1.3073
H -2.0723 2.6186 3.7995
H -2.5939 2.2459 2.1183
H -1.0772 3.1316 2.3977
H -2.5377 0.1610 4.5383
H -1.9364 -1.3120 3.7233
H -3.1213 -0.2509 2.9009
H -0.1474 1.7995 4.8940
H 1.1788 0.9164 4.1137
H -0.0482 0.0322 5.0352
H 3.5725 2.1651 -0.1818
H 2.1062 1.9501 -1.1984
H 2.9925 0.5099 -0.5687
H 3.9290 1.8641 1.9825
H 3.2012 0.3990 2.6924
H 2.7579 2.0250 3.3165
H 1.9937 3.9322 0.8701
H 0.9200 3.6141 2.2761
H 0.2925 3.4307 0.6009
C 0.2271 0.7720 -3.0293
C -0.4830 1.9578 -3.3550
C 0.1214 2.9192 -4.1712
C 1.4299 2.7359 -4.6515
C 2.0331 1.4818 -4.4904
C 1.3981 0.4659 -3.7829
O -0.1349 0.0357 -1.9941
H -1.1466 1.5735 -0.1028
H -1.4433 2.1202 -2.8527
H -0.4220 3.8313 -4.4360
H 1.9651 3.5278 -5.1883
H 2.9780 1.2901 -5.0048
H 1.8114 -0.5452 -3.7297
C -4.3350 -2.0776 -0.8214
N -3.8975 -2.6975 0.4302
C -4.7534 -3.7077 1.0528
C -2.7407 -2.3517 0.9365
O -2.0100 -1.4612 0.3674
H -5.2726 -2.5450 -1.1122
H -3.5897 -2.2360 -1.6061
H -4.4903 -1.0009 -0.6970
H -4.2087 -4.6525 1.1781
H -5.1246 -3.3798 2.0343
H -5.6055 -3.8728 0.3900
H -2.4138 -2.8432 1.8608

Atomic partial charges in e from the Löwdin method, atoms 1 to 6: 1.170 0.717 0.806 0.764 0.066 -0.051


4.
C20H44MgNO2P2 as an isolated structure, computed with wB97M-V/def2-TZVPD.

Computed properties:
Kohn-Sham gap in eV: 6.123
LUMO level in eV: -3.0
Maximum force in hartree/bohr: 0.10214
Total charge: +1

Cartesian coordinates (Å):
Mg -0.1131 -0.0214 -0.3316
P 0.2123 -2.4634 -0.8271
P 0.2028 2.4815 -0.4984
N 1.8891 0.0439 -1.1618
C 1.8837 -2.4086 -1.6207
H 2.4423 -3.3126 -1.3470
H 1.7470 -2.4277 -2.7169
C 2.6866 -1.1402 -1.2188
H 3.1928 -1.3104 -0.2257
H 3.5236 -1.0471 -1.9494
C 2.6817 1.2292 -1.0712
H 3.5137 1.2344 -1.8135
H 3.1930 1.2731 -0.0671
C 1.8729 2.5353 -1.3035
H 1.7275 2.6917 -2.3879
H 2.4315 3.3985 -0.9203
C 0.3636 3.3266 1.1388
C -0.8585 3.1107 2.0459
H -0.5612 3.3502 3.0760
H -1.2467 2.0823 2.0472
H -1.6756 3.7778 1.7418
C -1.0208 3.3454 -1.5701
C -2.4097 3.3927 -0.9173
H -3.1357 3.7046 -1.6778
H -2.4504 4.1201 -0.0980
H -2.7379 2.4137 -0.5388
C -1.0218 -3.1773 -1.9844
C -2.4056 -3.3043 -1.3304
H -3.1366 -3.5239 -2.1180
H -2.7310 -2.3778 -0.8343
H -2.4369 -4.1260 -0.6047
C 0.3847 -3.4718 0.7084
C -0.8156 -3.3356 1.6572
H -0.5262 -3.7516 2.6319
H -1.6730 -3.9175 1.2954
H -1.1338 -2.2968 1.8266
C -2.4539 -0.0167 -0.0049
C -0.5210 4.6948 -2.0878
H -0.4618 5.4608 -1.3050
H 0.4587 4.6187 -2.5787
H -1.2426 5.0402 -2.8384
C -0.5209 -4.4528 -2.6628
H -1.2424 -4.7049 -3.4491
H 0.4593 -4.3166 -3.1400
H -0.4629 -5.3058 -1.9760
C 0.7234 -4.9418 0.4549
H 1.0550 -5.3738 1.4100
H -0.1554 -5.5185 0.1288
H 1.5362 -5.0829 -0.2689
C 0.7409 4.8111 1.0470
H -0.1173 5.4506 0.7897
H 1.0763 5.1271 2.0457
H 1.5607 5.0141 0.3423
H 1.2213 2.7789 1.5826
H 1.2590 -2.9908 1.1900
H -1.0754 2.6525 -2.4328
H -1.0799 -2.3823 -2.7525
O -3.4105 -0.0615 0.6568
H -0.1692 0.0086 -3.1370
H -0.8977 0.0860 -2.9310
C 1.4253 0.1123 3.6091
C 0.1711 -0.1115 2.8483
C -1.0637 -0.2560 3.6685
O 0.1891 -0.1498 1.5856
H 1.1964 0.0728 4.6742
H 1.8380 1.0981 3.3711
H 2.2039 -0.6291 3.3880
H -1.1044 0.6281 4.3130
H -1.9979 -0.3229 3.1022
H -0.9965 -1.1345 4.3228

Atomic partial charges in e from the Löwdin method, atoms 1 to 6: 0.277 0.995 1.003 -0.269 -0.296 0.079


The evaluated total energy for the records listed, in turn: -302226.61746 -71312.44079 -88499.23925 -51056.43890 eV.